(1)
8
Properties=species:S:1:pos:R:3:lowdin_charge:R:1 method="wB97M-V/def2-TZVPD" gap_ev=7.79 relative_energy_kj_mol=127.6 smiles="N=P#[PH]C(=O)Cl" charge=0
C -0.952 1.396 -3.059 -1.0587
N 1.044 -0.830 0.175 -0.4141
O -0.364 1.106 -4.061 -0.0487
P 0.377 0.495 -0.266 0.5053
P -1.312 -0.206 -1.576 0.5823
Cl -1.333 2.948 -2.532 0.6503
H 2.031 -0.716 0.440 -0.0379
H -2.375 0.675 -1.325 -0.1785

=====

(2)
43
Properties=species:S:1:pos:R:3:lowdin_charge:R:1 method="wB97M-V/def2-TZVPD" spin_multiplicity=2 gap_ev="3.48 / 7.79" relative_energy_kj_mol=0.0 charge=0
C -2.031 -2.379 1.820 -0.1151
N -1.119 -1.963 2.909 -0.0652
C -0.432 -0.740 2.781 -0.4920
N -0.143 0.047 3.907 0.0907
N -0.141 -0.230 1.538 0.0730
H -1.733 -3.319 1.406 0.0563
H -2.219 -1.558 1.135 0.0615
H -3.001 -2.466 2.335 0.0728
H -0.551 -2.677 3.345 0.0915
H -0.020 -0.391 4.794 0.0559
H 0.568 0.749 3.683 0.0534
H 0.798 0.194 1.398 0.0396
H -0.396 -0.720 0.685 0.0647
H -0.190 0.386 -3.299 -0.0128
H 0.389 0.632 -4.845 0.0723
O -0.288 0.324 -4.243 -0.0394
H -1.217 3.599 0.619 0.0178
H -2.650 3.361 0.169 0.0459
O -2.033 3.155 0.886 -0.0528
H -1.773 0.756 -1.642 0.0598
H -1.024 1.788 -0.695 0.0213
O -0.909 1.032 -1.309 -0.0622
H 1.039 4.089 -1.682 0.0568
H 0.235 2.911 -1.838 0.0314
O 0.660 3.405 -1.110 -0.0569
H 2.071 2.567 2.261 0.0623
H 0.905 1.868 1.456 0.0208
O 1.695 1.726 1.989 -0.0635
H -3.009 -2.721 -1.005 0.0531
H -2.089 -3.529 -1.766 0.0360
O -2.126 -3.110 -0.890 -0.0732
H 1.591 -0.231 -0.742 0.0232
H 0.906 -0.305 -2.167 -0.0087
O 1.727 -0.355 -1.689 -0.0357
H -1.328 -2.239 -3.307 0.0331
H -1.577 -0.847 -3.934 0.0130
O -1.859 -1.445 -3.210 -0.0771
H 2.784 1.208 -0.920 -0.0196
H 4.213 1.476 -1.511 0.0299
O 3.602 1.706 -0.809 -0.0668
H 3.678 -1.681 0.433 0.0309
H 3.839 -2.135 1.860 0.0328
O 3.160 -1.940 1.206 -0.0586

=====

(3)
44
Properties=species:S:1:pos:R:3:lowdin_charge:R:1 method="wB97M-V/def2-TZVPD" gap_ev=9.18 relative_energy_kj_mol=1385.3 charge=0
C 4.353 -3.854 -0.013 -0.1110
H 4.565 -4.452 -0.784 0.0649
H 4.634 -4.121 0.851 0.0279
H 5.047 -2.896 -0.203 0.1641
C 3.119 -3.352 0.095 -0.4781
C 2.678 -2.519 1.137 -0.1492
C 1.156 -2.228 1.166 0.0214
N 0.937 -1.439 -0.338 -0.0820
C -0.389 -0.896 -0.389 -0.2245
C -0.512 0.307 -1.246 -0.2208
O -1.824 0.830 -1.371 -0.1452
C -1.852 2.007 -2.119 -0.0928
C -0.937 3.309 -1.404 -0.2698
O -0.875 3.190 -0.234 -0.0185
C -1.731 3.344 0.693 -0.3249
C -3.118 3.698 0.520 0.0323
C -4.039 3.883 1.646 -0.0936
C -3.783 3.306 2.798 -0.1760
C -2.580 2.945 2.901 -0.2055
C -1.664 2.672 1.978 -0.4678
Br 0.212 2.020 2.292 0.6895
H -2.368 2.235 3.904 0.1827
H -4.589 3.384 3.416 0.1001
H -5.101 4.165 1.248 0.1413
H -3.193 4.388 -0.731 0.2090
H -0.128 3.213 -2.013 0.1012
H -1.469 4.173 -1.691 0.0997
H -3.068 2.322 -2.021 0.1661
H -1.773 1.671 -2.990 0.0207
H -0.413 -0.072 -2.271 0.1238
H 0.288 0.994 -1.132 0.1157
H -1.140 -1.585 -0.633 0.1067
H -0.784 -0.519 0.633 0.1355
C 1.127 -2.485 -1.215 -0.3356
C 2.564 -2.916 -1.320 -0.1297
H 3.002 -2.003 -1.768 0.1239
H 2.778 -3.487 -2.225 0.1163
H 0.564 -2.218 -2.226 0.1445
H 0.414 -3.410 -1.198 0.1379
H 0.947 -1.443 1.657 0.0083
H 0.419 -2.979 1.386 0.1212
H 3.140 -1.812 0.854 0.0272
H 2.950 -2.940 2.065 0.1336
H 2.438 -4.432 0.291 0.2098

=====

(4)
9
Properties=species:S:1:pos:R:3:lowdin_charge:R:1 method="wB97M-V/def2-TZVPD" gap_ev="8.02 / 5.62" relative_energy_kj_mol=373.3 charge=-1
C 0.044 0.374 -1.575 -0.4121
O 0.922 -1.719 1.984 -0.4401
O -1.462 -0.996 2.298 -0.4535
O -0.937 -0.516 -1.354 -0.2041
P -0.170 -0.810 1.665 0.1080
I 0.425 1.611 1.812 0.3516
H -0.017 0.897 -2.476 0.0308
H 1.098 -0.027 -1.628 0.0681
H 0.096 1.186 -0.726 -0.0487

=====

(5)
16
Properties=species:S:1:pos:R:3:lowdin_charge:R:1 method="wB97M-V/def2-TZVPD" gap_ev=7.04 relative_energy_kj_mol=496.0 charge=-1
C 2.821 0.369 0.215 -0.1646
C 1.391 0.226 0.599 -0.2327
C -1.121 -0.580 0.435 -0.1248
C -2.380 -0.164 -0.187 -0.1140
C 0.653 -0.563 -0.184 -0.4973
N -3.645 -0.408 0.215 -0.2133
O -4.712 -0.016 -0.341 -0.2126
O 0.911 -1.556 -0.819 -0.0649
H 2.859 1.076 -0.604 0.0555
H 3.476 0.742 1.014 0.0487
H 1.094 0.970 1.212 0.0200
H -1.004 0.045 1.423 0.0993
H -1.178 -1.640 0.789 0.0777
H -2.398 0.611 -0.975 0.1221
H -3.823 -1.132 0.914 0.1445
H 3.270 -0.611 0.095 0.0564

=====

(6)
50
Properties=species:S:1:pos:R:3:lowdin_charge:R:1 method="wB97M-V/def2-TZVPD" gap_ev=7.34 relative_energy_kj_mol=180.9 charge=0
Li -0.117 1.313 -0.581 0.6636
Cl -0.744 -0.600 0.772 -0.3251
C -2.231 -4.230 -6.200 -0.1045
O -2.044 -3.052 -5.441 -0.1936
C -1.090 -3.190 -4.402 -0.2548
C -1.045 -1.992 -3.486 -0.2159
N -0.316 -2.274 -2.244 -0.0552
C 1.093 -1.931 -2.361 -0.2285
C 1.938 -2.652 -1.281 -0.2186
O 2.497 -3.881 -1.691 -0.1943
C 1.609 -4.797 -2.299 -0.1091
H -1.583 -5.009 -5.794 0.0806
H -2.051 -4.012 -7.248 0.0840
H -3.255 -4.589 -6.078 0.0846
H -0.108 -3.293 -4.900 0.1186
H -1.243 -4.138 -3.876 0.1208
H -2.085 -1.837 -3.154 0.1263
H -0.816 -1.102 -4.091 0.1205
H -0.723 -1.652 -1.553 -0.0097
H 1.253 -0.845 -2.273 0.0952
H 1.594 -2.276 -3.271 0.1199
H 1.320 -2.868 -0.403 0.1076
H 2.749 -1.977 -1.003 0.1170
H 2.103 -5.764 -2.316 0.0872
H 1.299 -4.452 -3.283 0.0630
H 0.726 -4.931 -1.663 0.0923
C 2.763 2.814 5.403 -0.1209
O 1.665 2.620 4.550 -0.1842
C 0.558 2.001 5.158 -0.2378
C -0.232 1.306 4.049 -0.2263
N -0.372 2.054 2.815 -0.0781
C -1.508 3.008 2.916 -0.1832
C -1.514 4.042 1.790 -0.2086
O -0.210 4.607 1.725 -0.1908
C -0.200 5.774 0.949 -0.1308
H 2.494 3.139 6.417 0.0845
H 3.413 3.571 4.974 0.0847
H 3.295 1.864 5.545 0.0881
H -0.061 2.679 5.767 0.1153
H 0.906 1.295 5.925 0.1169
H -1.180 0.884 4.412 0.1195
H 0.382 0.439 3.790 0.1137
H -0.653 1.394 2.097 -0.0569
H -1.418 3.516 3.878 0.1171
H -2.394 2.361 2.934 0.1207
H -2.221 4.834 2.032 0.1202
H -1.653 3.486 0.854 0.1120
H 0.726 6.339 1.051 0.0874
H -1.041 6.422 1.222 0.0841
H -0.276 5.579 -0.133 0.0819

=====

(7)
16
Properties=species:S:1:pos:R:3:lowdin_charge:R:1 method="wB97M-V/def2-TZVPD" gap_ev=7.64 relative_energy_kj_mol=246.4 smiles="O=CN[C@@H](C[O-])CO" charge=-1
O -1.294 -2.495 -1.105 -0.0555
C -0.491 -1.666 -1.552 -0.3721
N -0.211 -0.444 -1.054 0.0513
C -0.318 -0.136 0.370 -0.2730
C -0.888 1.300 0.562 -0.3211
O 0.016 2.310 0.408 -0.1295
C 1.146 -0.181 0.938 -0.4001
O 1.967 0.525 0.102 -0.3421
H 0.060 -1.919 -2.456 0.1112
H 0.552 0.046 -1.519 0.1249
H -0.922 -0.926 0.816 0.1286
H -1.731 1.356 -0.144 0.0960
H -1.455 1.319 1.522 0.1034
H 0.953 1.852 0.150 0.0989
H 1.477 -1.235 1.053 0.0932
H 1.140 0.294 1.910 0.0859

=====

(8)
15
Properties=species:S:1:pos:R:3:lowdin_charge:R:1 method="wB97M-V/def2-TZVPD" gap_ev=9.86 relative_energy_kj_mol=554.5 charge=0
C -0.592 -0.895 -1.089 -0.0501
C 0.058 -0.081 0.043 -0.5870
C -0.961 0.164 1.173 -0.0461
C 2.416 -0.478 1.029 0.2070
C 1.242 -0.852 0.609 -0.2434
C 0.524 1.217 -0.491 -0.1112
C 0.875 2.274 -0.938 0.1419
H 0.129 -1.102 -1.885 0.0926
H -1.432 -0.337 -1.514 0.0906
H -0.971 -1.846 -0.697 0.0867
H -1.283 -0.792 1.602 0.0877
H -0.514 0.770 1.967 0.0922
H -1.840 0.684 0.778 0.0903
H 1.141 -1.937 0.747 0.1157
H 1.207 3.211 -1.336 0.0331

=====

(9)
116
Properties=species:S:1:pos:R:3:lowdin_charge:R:1 method="wB97M-V/def2-TZVPD" gap_ev=9.32 charge=+1
C 1.580 -3.934 2.942 0.0043
C 2.922 -4.545 2.623 -0.6111
O 3.080 -5.653 2.322 0.1657
O 3.942 -3.647 2.493 -0.1476
C 4.389 -2.898 3.651 -0.1549
C 4.837 -1.534 3.162 -0.1743
C 5.815 -1.620 1.986 -0.1995
C 6.091 -0.259 1.317 -0.1798
C 5.259 -0.072 0.041 -0.2138
C 3.943 0.682 0.250 -0.1834
C 2.817 0.443 -0.790 -0.1942
C 3.020 -0.646 -1.855 -0.1450
C 2.702 -2.144 -1.511 -0.5356
S 2.786 -2.542 0.290 1.0197
C 3.867 -3.009 -2.037 -0.3356
F 3.947 -2.836 -3.414 0.0209
C 3.713 -4.501 -1.761 -0.0539
N 2.261 -4.897 -1.778 0.0814
C 1.484 -4.051 -2.754 -0.0578
C 1.364 -2.626 -2.185 -0.2625
C 0.090 -2.570 -1.332 -0.1540
C -0.313 -1.200 -0.789 -0.2682
O -1.701 -1.133 -0.529 -0.0463
H 1.601 -3.318 3.839 0.0840
H 1.291 -3.286 2.109 0.0277
H 0.847 -4.731 3.065 0.0969
H 3.576 -2.803 4.371 0.1173
H 5.206 -3.446 4.132 0.1379
H 5.343 -1.030 3.997 0.1297
H 3.961 -0.920 2.914 0.1040
H 5.431 -2.317 1.237 0.0715
H 6.748 -2.060 2.361 0.1215
H 5.864 0.549 2.027 0.1172
H 7.153 -0.165 1.071 0.1106
H 5.863 0.448 -0.714 0.1221
H 5.039 -1.064 -0.364 0.0515
H 3.557 0.467 1.255 0.0913
H 4.176 1.752 0.258 0.1188
H 2.654 1.378 -1.337 0.1216
H 1.871 0.261 -0.273 0.0517
H 4.051 -0.587 -2.218 0.1174
H 2.396 -0.392 -2.716 0.1179
H 2.176 -1.440 0.734 -0.0583
H 4.806 -2.673 -1.593 0.1444
H 4.215 -5.077 -2.540 0.1522
H 4.135 -4.771 -0.791 0.1365
H 2.188 -5.883 -2.031 0.1889
H 1.856 -4.782 -0.841 0.1485
H 2.025 -4.111 -3.698 0.1423
H 0.485 -4.477 -2.863 0.1417
H 1.191 -1.979 -3.051 0.1493
H -0.741 -2.875 -1.983 0.1232
H 0.129 -3.305 -0.513 0.1100
H 0.253 -0.950 0.116 0.0839
H -0.106 -0.429 -1.541 0.1343
H -1.898 -1.426 0.371 0.1006
C -4.199 -6.541 -6.281 -0.0601
C -3.705 -6.343 -4.868 -0.2035
O -2.716 -5.287 -4.789 0.0197
C -3.212 -4.050 -4.808 -0.6133
O -4.374 -3.742 -4.818 0.1365
O -2.183 -3.190 -4.799 -0.0232
C -2.574 -1.810 -4.870 -0.0330
H -3.365 -6.738 -6.955 0.0831
H -4.874 -7.396 -6.312 0.0850
H -4.742 -5.664 -6.631 0.0794
H -3.176 -7.221 -4.504 0.1206
H -4.520 -6.108 -4.185 0.1234
H -3.284 -1.567 -4.084 0.0983
H -3.015 -1.591 -5.840 0.1014
H -1.657 -1.242 -4.741 0.0863
C -1.381 2.966 0.635 -0.0381
C -0.368 1.926 1.051 -0.2103
O 0.404 2.320 2.200 0.0320
C -0.225 2.225 3.375 -0.6107
O -1.338 1.797 3.551 0.1218
O 0.594 2.676 4.323 0.0027
C 0.034 2.684 5.645 -0.0268
H -0.906 3.934 0.473 0.0523
H -1.872 2.660 -0.288 0.0896
H -2.143 3.082 1.406 0.0823
H 0.384 1.780 0.277 0.1033
H -0.853 0.970 1.257 0.1073
H -0.340 1.697 5.907 0.0946
H -0.778 3.406 5.704 0.1016
H 0.851 2.975 6.298 0.0948
C 1.562 7.084 0.355 -0.0593
C 0.813 6.469 1.516 -0.2030
O -0.419 7.164 1.788 0.0413
C -1.434 6.881 0.972 -0.5966
O -1.419 6.070 0.076 0.1004
O -2.478 7.619 1.338 0.0150
C -3.658 7.446 0.544 -0.0290
H 1.740 8.144 0.538 0.0843
H 2.526 6.589 0.239 0.0795
H 1.001 6.972 -0.572 0.0764
H 1.374 6.562 2.444 0.1257
H 0.593 5.416 1.339 0.1044
H -3.918 6.392 0.469 0.0878
H -3.516 7.865 -0.452 0.1012
H -4.437 7.989 1.070 0.0929
C -5.462 0.975 0.978 -0.0609
C -5.527 1.749 2.275 -0.2059
O -5.469 3.162 2.037 0.0262
C -6.574 3.760 1.592 -0.6078
O -7.658 3.261 1.440 0.1352
O -6.236 5.021 1.321 -0.0118
C -7.254 5.842 0.745 -0.0319
H -4.598 1.306 0.398 0.0731
H -5.366 -0.092 1.184 0.0777
H -6.358 1.127 0.377 0.0784
H -4.642 1.560 2.881 0.1190
H -6.414 1.497 2.857 0.1259
H -8.152 5.874 1.358 0.0991
H -7.511 5.488 -0.252 0.1009
H -6.809 6.831 0.684 0.0825

=====

(10)
21
Properties=species:S:1:pos:R:3:lowdin_charge:R:1 method="wB97M-V/def2-TZVPD" gap_ev=9.59 relative_energy_kj_mol=343.8 smiles="CCCNCC=O.O" charge=0
C -1.427 -0.771 -0.037 -0.2042
C -2.807 -0.093 -0.290 -0.1042
C -0.982 -0.414 1.399 -0.2818
N 0.415 -0.678 1.529 -0.1088
C 1.385 0.205 0.922 -0.1592
C 2.390 -0.596 0.051 -0.2372
O 3.134 -0.014 -0.695 0.0386
H -0.631 -0.403 -0.657 0.0745
H -1.523 -1.848 -0.102 0.1030
H -3.671 -0.755 -0.316 0.0660
H -2.766 0.389 -1.225 0.0286
H -3.426 0.380 0.429 0.0561
H -1.620 -1.141 2.134 0.1615
H -1.333 0.546 1.777 0.1009
H 0.495 -0.946 2.485 0.0983
H 2.075 0.756 1.586 0.1292
H 0.759 0.762 0.226 0.1141
H 2.231 -1.667 -0.086 0.1120
H -1.456 2.388 -1.761 0.0539
H -1.286 1.283 -2.902 -0.0286
O -0.897 1.891 -2.374 -0.0126

=====

(11)
11
Properties=species:S:1:pos:R:3:lowdin_charge:R:1 method="wB97M-V/def2-TZVPD" gap_ev=8.86 relative_energy_kj_mol=511.1 smiles="ONC1=NOCS1" charge=0
C -0.150 0.081 0.636 -0.7538
C 1.298 -0.896 -1.081 -0.5421
H -2.148 2.016 -0.030 0.1619
H -1.417 0.859 2.061 0.1914
H 1.130 -1.700 -1.843 0.0896
H 2.154 -0.191 -1.309 0.1021
N -0.856 1.041 1.153 0.0256
N 0.673 -0.679 1.197 0.1009
O -1.940 1.002 0.107 -0.2253
O 1.502 -1.434 0.200 -0.1788
S -0.246 -0.100 -1.090 1.0285

=====

(12)
23
Properties=species:S:1:pos:R:3:lowdin_charge:R:1 method="wB97M-V/def2-TZVPD" gap_ev=8.51 charge=+2
O 0.000 -0.001 -4.034 0.1092
C 0.000 -0.001 -2.869 -0.0317
Ba 0.000 0.000 0.090 1.5937
O -2.026 -3.424 0.166 0.1364
C -1.464 -2.462 -0.065 -0.0728
C 1.463 2.462 -0.066 -0.0729
O 2.026 3.425 0.164 0.1365
C -2.467 1.459 -0.061 -0.0705
O -3.425 2.034 0.156 0.1371
C 2.468 -1.459 -0.059 -0.0706
O 3.426 -2.033 0.157 0.1371
N -0.012 -0.006 8.220 0.2233
C -0.010 -0.005 7.080 -0.1309
C -0.007 -0.005 5.611 -0.1644
C -0.080 -1.201 4.894 0.0322
C -0.077 -1.156 3.492 -0.1276
N -0.003 -0.004 2.803 -0.1763
C 0.068 1.148 3.493 -0.1279
C 0.067 1.192 4.895 0.0321
H -0.141 -2.161 5.404 0.1417
H -0.137 -2.083 2.901 0.1123
H 0.130 2.076 2.903 0.1123
H 0.126 2.152 5.406 0.1416

=====

For reference, DFT total energy by record: -1312.12364 -1009.53336 -3402.76835 -904.70859 -400.42580 -1353.32105 -437.71163 -271.32024 -2977.61831 -403.44566 -736.61026 -932.20423 a.u..